# C3H12NO2S

A 3-piece molecular cluster, C3H12NO2S overall in a non-equilibrium geometry (ωB97M-V/def2-TZVPD, OMol25).

net charge = 0
HOMO energy (alpha / beta) = -0.344 / -0.340 hartree
HOMO-LUMO gap (alpha / beta) = 0.365 / 0.252 Eh
⟨S²⟩ = 0.75
spin multiplicity = 2
LUMO level (alpha / beta) = 0.57 / -2.41 eV

Geometry as XYZ:
```
19
C3H12NO2S | OMol25 | ωB97M-V/def2-TZVPD
C 0.031 -0.886 0.774
C 0.419 -1.294 -0.679
S 0.955 0.141 -1.612
C -1.232 -1.761 1.374
N -0.783 -3.091 1.660
H -0.108 0.205 0.851
H 0.887 -1.037 1.509
H -0.357 -1.784 -1.223
H 1.247 -1.970 -0.677
H -2.108 -1.708 0.838
H -1.536 -1.464 2.442
H -0.586 -3.633 0.819
H 0.160 -3.266 2.160
H -0.825 2.322 -2.256
H -0.799 3.493 -1.156
O -1.204 3.198 -2.051
H 1.061 3.475 1.589
H 1.147 1.753 1.453
O 0.793 2.632 1.927
```

# C3H12NO2S

A 2-piece molecular cluster, C3H12NO2S overall in a non-equilibrium geometry (ωB97M-V/def2-TZVPD, OMol25).

net charge = +1
HOMO energy = -0.474 hartree
HOMO-LUMO gap = 0.361 Eh
spin multiplicity = 1
LUMO level = -3.07 eV

Geometry as XYZ:
```
19
C3H12NO2S | OMol25 | ωB97M-V/def2-TZVPD
C -0.360 -1.160 -0.713
O -1.377 -0.286 -1.253
C 0.173 -0.410 0.512
C 1.450 -0.980 1.087
S 1.129 -2.427 2.140
N 0.514 0.975 -0.028
H -0.838 -2.091 -0.410
H 0.468 -1.216 -1.424
H -1.719 -0.692 -2.057
H -0.663 -0.219 1.184
H 2.140 -1.214 0.281
H 1.866 -0.306 1.814
H 0.429 -3.194 1.294
H 1.030 1.510 0.668
H 1.086 0.776 -0.849
H -0.281 1.557 -0.391
H -1.455 3.526 -1.258
H -2.228 2.934 -0.083
O -1.365 2.917 -0.512
```

# C3H12NOS

A 2-piece molecular cluster, C3H12NOS overall in a non-equilibrium geometry (ωB97M-V/def2-TZVPD, OMol25).

net charge = +1
HOMO energy = -0.495 hartree
HOMO-LUMO gap = 0.361 Eh
spin multiplicity = 1
LUMO level = -3.66 eV

Geometry as XYZ:
```
18
C3H12NOS | OMol25 | ωB97M-V/def2-TZVPD
C 0.050 -0.476 0.823
C -0.827 0.059 -0.307
C -0.153 0.959 -1.301
S 0.419 2.497 -0.457
N -0.145 0.397 2.053
H -0.315 -1.450 1.117
H 1.109 -0.352 0.610
H -1.665 0.594 0.183
H -1.517 -0.653 -0.785
H -0.828 1.205 -2.099
H 0.674 0.570 -1.893
H 1.715 2.286 -0.722
H 0.334 1.280 1.939
H -1.133 0.544 2.246
H 0.079 -0.068 2.940
H 0.453 -2.334 -0.720
H 1.289 -2.389 -2.010
O 0.457 -2.670 -1.617
```

# C3H12NP2

An isolated ion of composition C3H12NP2 and charge +1 in a non-equilibrium geometry (ωB97M-V/def2-TZVPD, OMol25).

net charge = +1
HOMO energy = -0.518 hartree
HOMO-LUMO gap = 0.381 Eh
structure (SMILES) = C[N+](C)(P)CP
spin multiplicity = 1
LUMO level = -3.73 eV

Geometry as XYZ:
```
18
C3H12NP2 | OMol25 | ωB97M-V/def2-TZVPD
C 0.735 1.469 0.758
N -0.150 0.334 0.289
C -0.727 0.652 -1.058
P -1.661 0.290 1.433
C 0.511 -0.971 0.295
P 1.149 -1.759 -1.373
H 1.077 1.593 1.803
H 1.675 1.357 0.204
H 0.271 2.368 0.426
H -1.163 -0.261 -1.460
H -1.680 1.345 -0.934
H -0.065 1.086 -1.897
H -2.273 -0.717 0.764
H -1.020 -0.540 2.298
H -0.354 -1.679 0.470
H 1.279 -1.084 1.032
H 2.381 -1.327 -0.899
H 1.108 -2.993 -0.685
```

# C3H12NS2

A 2-piece molecular cluster, C3H12NS2 overall in a non-equilibrium geometry (ωB97M-V/def2-TZVPD, OMol25).

net charge = +1
HOMO energy = -0.493 hartree
HOMO-LUMO gap = 0.376 Eh
spin multiplicity = 1
LUMO level = -3.19 eV

Geometry as XYZ:
```
18
C3H12NS2 | OMol25 | ωB97M-V/def2-TZVPD
C 1.071 1.386 0.568
C -0.199 0.795 -0.047
C -1.031 1.777 -0.856
N 0.290 -0.306 -0.959
H 1.676 0.625 1.059
H 1.670 1.853 -0.220
H 0.838 2.175 1.278
H -0.826 0.344 0.716
H -0.380 2.510 -1.337
H -1.578 2.405 -0.146
H -1.771 1.288 -1.481
H 0.680 -1.096 -0.415
H -0.440 -0.742 -1.526
H 1.008 0.064 -1.584
S -1.251 -2.758 1.126
S 0.809 -3.033 1.062
H -1.573 -3.847 0.436
H 1.008 -3.442 2.328
```

# C3H12NSi

A 2-piece molecular cluster, C3H12NSi overall in a non-equilibrium geometry (ωB97M-V/def2-TZVPD, OMol25).

net charge = +1
HOMO energy (alpha / beta) = -0.466 / -0.541 hartree
HOMO-LUMO gap (alpha / beta) = 0.357 / 0.196 Eh
⟨S²⟩ = 2.01
spin multiplicity = 3
LUMO level (alpha / beta) = -2.95 / -9.37 eV

Geometry as XYZ:
```
17
C3H12NSi | OMol25 | ωB97M-V/def2-TZVPD
C 2.325 0.059 -0.062
C 1.069 -0.588 0.513
C 0.071 0.145 -0.152
N -1.938 -1.429 -0.057
Si -1.115 1.729 -0.016
H 2.161 0.282 -1.143
H 3.228 -0.604 -0.061
H 2.521 1.032 0.484
H 1.030 -0.506 1.630
H 1.307 -1.605 0.124
H -0.016 0.075 -1.160
H -2.472 -0.948 0.620
H -1.494 -2.246 0.341
H -2.647 -1.667 -0.790
H -1.769 1.687 -1.340
H -1.949 1.488 1.153
H -0.311 3.097 -0.084
```

# C3H12O2S2

A 3-piece molecular cluster, C3H12O2S2 overall in a non-equilibrium geometry (ωB97M-V/def2-TZVPD, OMol25).

net charge = 0
HOMO energy = -0.330 hartree
HOMO-LUMO gap = 0.343 Eh
structure (SMILES) = CCSSC.O.O
spin multiplicity = 1
LUMO level = 0.36 eV

Geometry as XYZ:
```
19
C3H12O2S2 | OMol25 | ωB97M-V/def2-TZVPD
C -0.425 1.893 -1.364
C -1.425 0.928 -0.717
S -1.367 0.881 1.055
S -1.856 -1.221 1.327
C -0.266 -2.087 1.550
H -0.639 2.901 -0.956
H 0.621 1.644 -1.015
H -0.587 1.922 -2.459
H -1.372 -0.118 -0.907
H -2.467 0.978 -1.180
H -0.147 -2.659 0.611
H -0.282 -2.654 2.481
H 0.450 -1.355 1.654
O 2.130 0.376 1.052
H 2.430 -0.176 1.871
H 1.270 0.758 1.286
O 1.140 -0.419 -1.668
H 1.614 -0.223 -0.867
H 1.178 -1.368 -1.754
```

# C3H12O2S2

A 3-piece molecular cluster, C3H12O2S2 overall in a non-equilibrium geometry (ωB97M-V/def2-TZVPD, OMol25).

net charge = 0
HOMO energy = -0.311 hartree
HOMO-LUMO gap = 0.320 Eh
structure (SMILES) = CCCSS.O.O
spin multiplicity = 1
LUMO level = 0.24 eV

Geometry as XYZ:
```
19
C3H12O2S2 | OMol25 | ωB97M-V/def2-TZVPD
C -1.910 -2.840 -0.254
C -0.867 -1.692 -0.166
C -0.352 -1.165 -1.513
S 1.029 0.110 -1.253
S -0.095 1.458 -0.128
H -2.908 -2.406 -0.277
H -1.831 -3.733 0.341
H -1.893 -3.159 -1.305
H -1.340 -0.888 0.388
H 0.027 -2.000 0.388
H 0.178 -1.923 -2.083
H -1.158 -0.687 -2.076
H 1.004 1.773 0.593
O -0.708 2.741 6.361
H -0.848 2.355 5.483
H -0.173 2.065 6.751
O 4.217 3.598 -3.628
H 3.264 3.613 -3.511
H 4.365 2.780 -4.111
```

The evaluated ΔE to the lowest compared entry with this formula, charge and spin for the records listed, in turn: 123.5, 35.7, 112.7, 33.0, 3.6, 45.9, 120.2, 114.0 kJ/mol.
The evaluated DFT total energy for the records listed, in turn: -724.81534, -724.67975, -649.40771, -858.61411, -972.38838, -465.24668, -1068.31843, -1068.32076 Eh.